(1)
{
  "formula": "C3H12N2",
  "method": "wB97M-V/def2-TZVPD",
  "symbols": ["C", "N", "C", "H", "H", "H", "H", "H", "H", "H", "C", "N", "H", "H", "H", "H", "H"],
  "coordinates": [[0.905, -0.445, -2.325], [0.622, 0.509, -1.235], [1.682, 0.637, -0.242], [0.335, -1.368, -2.216], [1.964, -0.689, -2.396], [0.615, 0.009, -3.279], [-0.195, 0.151, -0.757], [2.656, 0.287, -0.615], [1.914, 1.682, -0.032], [1.514, 0.092, 0.689], [-1.237, -0.163, 2.130], [-2.193, -0.214, 0.981], [-0.584, 0.690, 2.028], [-1.785, -0.067, 3.070], [-0.699, -1.106, 2.146], [-3.013, -0.728, 1.302], [-2.501, 0.721, 0.751]],
  "atomic_forces_ev_per_a": [[-0.32, 0.49, -0.22], [0.20, -0.66, 0.10], [1.01, 0.17, -0.23], [0.08, -0.13, 0.02], [0.03, 0.01, 0.12], [0.05, -0.14, 0.04], [-0.19, 0.25, 0.00], [-0.34, -0.25, -0.17], [-0.42, 0.18, 0.32], [-0.17, 0.07, 0.06], [-1.27, -0.27, -0.45], [0.37, -0.12, 0.55], [0.37, 0.05, -0.09], [0.20, 0.08, 0.20], [0.34, 0.10, 0.07], [0.16, 0.16, -0.36], [-0.10, 0.03, 0.03]],
  "mulliken_charge": [-0.767, -0.387, -0.729, 0.240, 0.323, 0.252, 0.293, 0.320, 0.248, 0.207, -0.771, -0.554, 0.298, 0.337, 0.248, 0.245, 0.197],
  "de_lowest_ev": 0.748,
  "homo_energy_ha": -0.313,
  "smiles": "CNC.CN",
  "homo_lumo_gap_ev": 9.58,
  "energy_ev": -6284.847,
  "total_charge": 0,
  "lumo_ev": 1.07
}

***

(2)
{
  "formula": "C10H11NO2",
  "method": "wB97M-V/def2-TZVPD",
  "symbols": ["C", "O", "N", "C", "O", "C", "C", "C", "C", "C", "C", "C", "C", "H", "H", "H", "H", "H", "H", "H", "H", "H", "H", "H"],
  "coordinates": [[4.110, -0.518, 0.860], [3.922, -0.288, -0.466], [3.044, 0.909, -0.629], [1.775, 0.781, -0.461], [1.126, 1.832, -0.382], [1.116, -0.439, -0.566], [-0.172, -0.993, -0.467], [-1.527, -0.399, -0.305], [-2.550, -1.221, -0.293], [-3.882, -0.671, -0.088], [-4.099, 0.531, 0.096], [-3.030, 1.468, 0.126], [-1.712, 0.976, -0.052], [4.706, 0.182, 1.472], [3.280, -0.791, 1.409], [4.703, -1.514, 1.049], [3.425, 1.668, -0.013], [1.811, -1.168, -0.844], [-0.345, -2.100, -0.763], [-2.083, -2.179, -0.503], [-4.571, -1.467, 0.044], [-5.037, 0.901, 0.460], [-3.246, 2.758, 0.324], [-0.765, 1.745, -0.006]],
  "atomic_forces_ev_per_a": [[3.49, -2.68, 2.32], [-1.32, 1.96, -1.53], [6.81, -0.49, 1.14], [-5.90, 2.81, 0.19], [0.53, 0.64, 0.53], [-3.26, -4.64, 0.00], [1.08, 0.77, -1.36], [3.70, 2.90, 0.90], [-1.96, -0.38, -0.49], [3.32, -10.94, -1.38], [-0.89, 9.35, 2.11], [1.63, 2.85, 0.04], [0.20, 3.98, 0.36], [-0.25, 0.49, -0.74], [-2.59, 0.04, 0.95], [-0.62, 1.66, -1.17], [-0.27, -0.68, -1.22], [0.90, -1.48, -0.28], [1.23, 1.75, 0.66], [-2.05, -1.01, 0.21], [-1.23, -0.15, -0.08], [-0.66, 0.03, -0.35], [0.73, -4.44, -0.61], [-2.61, -2.32, -0.20]],
  "mulliken_charge": [-0.722, -0.303, -0.196, 0.311, -0.662, -0.438, -0.548, 0.883, -0.261, -0.787, -0.330, -0.226, -0.119, 0.292, 0.361, 0.277, 0.330, 0.505, 0.159, 0.300, 0.356, 0.372, 0.145, 0.301],
  "de_lowest_ev": 6.973,
  "homo_energy_ha": -0.333,
  "smiles": "CONC(=O)/C=C\\c1ccccc1",
  "homo_lumo_gap_ev": 8.77,
  "energy_ev": -16127.318,
  "total_charge": 0,
  "lumo_ev": -0.30
}

***

(3)
{
  "formula": "C7H5NO2",
  "method": "wB97M-V/def2-TZVPD",
  "symbols": ["C", "C", "C", "C", "C", "O", "H", "H", "C", "N", "C", "O", "H", "H", "H"],
  "coordinates": [[2.852, 0.321, 2.924], [1.993, 0.608, 2.103], [0.860, 0.824, 1.260], [-0.454, 0.588, 1.529], [-0.325, 1.281, 0.344], [-0.782, 1.783, -0.605], [3.673, 0.273, 3.572], [-0.989, -0.179, 2.165], [-1.628, -0.371, -2.320], [-0.878, -1.461, -1.724], [0.132, -1.457, -1.074], [1.177, -1.766, -0.697], [-1.101, 0.572, -2.411], [-1.990, -0.700, -3.353], [-2.539, -0.316, -1.712]],
  "atomic_forces_ev_per_a": [[-1.85, 1.05, -1.99], [0.99, -0.74, 0.36], [-1.09, 0.94, 0.79], [0.18, -2.48, 0.83], [1.16, -1.04, 2.13], [-0.09, 1.22, -1.67], [0.52, -0.28, 0.49], [0.28, 1.55, -0.64], [-1.62, -1.20, -1.26], [-0.53, 1.03, 0.05], [-0.43, -1.10, -2.04], [1.69, 0.17, 1.74], [-0.01, -0.15, 0.19], [0.65, 0.34, 1.30], [0.14, 0.69, -0.27]],
  "mulliken_charge": [-0.238, -0.331, 0.331, -0.158, 0.173, -0.537, 0.449, 0.297, -0.675, -0.321, 0.561, -0.422, 0.314, 0.257, 0.299],
  "de_lowest_ev": 4.861,
  "homo_energy_ha": -0.359,
  "smiles": "C#Cc1cc1=O.CN=C=O",
  "homo_lumo_gap_ev": 9.49,
  "energy_ev": -12919.427,
  "total_charge": 0,
  "lumo_ev": -0.28
}

***

(4)
{
  "formula": "C5H9NO",
  "method": "wB97M-V/def2-TZVPD",
  "symbols": ["C", "N", "C", "C", "C", "C", "O", "H", "H", "H", "H", "H", "H", "H", "H", "H"],
  "coordinates": [[-2.344, -0.144, -0.205], [-1.499, 0.453, -0.934], [-0.223, -0.222, -1.124], [0.740, 0.468, -0.131], [1.961, -0.366, 0.265], [-0.040, 0.749, 1.140], [-0.125, 1.810, 1.702], [-3.221, 0.394, 0.152], [-2.219, -1.180, 0.144], [0.123, -0.087, -2.154], [-0.286, -1.306, -0.922], [1.053, 1.431, -0.544], [1.660, -1.290, 0.777], [2.590, 0.207, 0.955], [2.571, -0.642, -0.600], [-0.538, -0.163, 1.552]],
  "atomic_forces_ev_per_a": [[-0.01, 0.13, -0.23], [-0.31, -0.28, 0.21], [0.10, -0.10, -0.01], [0.02, 0.17, 0.02], [0.05, -0.03, 0.00], [0.10, 0.21, 0.24], [0.14, -0.43, -0.16], [-0.08, -0.08, -0.29], [0.05, 0.14, -0.04], [-0.01, -0.02, 0.20], [0.01, 0.16, 0.05], [-0.06, -0.09, 0.07], [0.02, 0.12, -0.11], [-0.06, -0.11, -0.13], [-0.13, 0.04, 0.06], [0.17, 0.18, 0.14]],
  "mulliken_charge": [-0.407, -0.423, -0.671, 0.603, -1.414, -0.109, -0.506, 0.290, 0.320, 0.335, 0.331, 0.243, 0.372, 0.374, 0.340, 0.323],
  "de_lowest_ev": 2.032,
  "homo_energy_ha": -0.354,
  "smiles": "C=NC[C@H](C)C=O",
  "homo_lumo_gap_ev": 10.60,
  "energy_ev": -8867.180,
  "total_charge": 0,
  "lumo_ev": 0.97
}

***

(5)
{
  "formula": "C28H62O26S8",
  "method": "wB97M-V/def2-TZVPD",
  "symbols": ["C", "C", "O", "S", "C", "O", "O", "H", "H", "H", "H", "H", "H", "H", "H", "C", "C", "O", "S", "C", "O", "O", "H", "H", "H", "H", "H", "H", "H", "H", "C", "C", "O", "S", "C", "O", "O", "H", "H", "H", "H", "H", "H", "H", "H", "C", "C", "O", "S", "C", "O", "O", "H", "H", "H", "H", "H", "H", "H", "H", "C", "C", "O", "S", "C", "O", "O", "H", "H", "H", "H", "H", "H", "H", "H", "C", "C", "O", "S", "C", "O", "O", "H", "H", "H", "H", "H", "H", "H", "H", "O", "S", "O", "O", "C", "C", "O", "H", "H", "H", "H", "O", "S", "O", "O", "C", "C", "O", "H", "H", "H", "H", "C", "C", "C", "C", "C", "C", "H", "H", "H", "H", "H", "H"],
  "coordinates": [[2.094, -6.806, 5.640], [0.796, -6.603, 6.589], [-0.024, -7.755, 6.430], [-1.037, -8.306, 7.639], [-0.632, -10.156, 7.439], [-0.515, -7.838, 8.902], [-2.389, -7.945, 7.237], [2.684, -5.926, 5.384], [1.926, -7.202, 4.638], [2.838, -7.431, 6.133], [1.031, -6.231, 7.586], [0.340, -5.745, 6.095], [0.276, -10.390, 7.994], [-0.415, -10.405, 6.400], [-1.520, -10.722, 7.723], [7.197, 4.207, 1.474], [6.450, 3.234, 0.496], [6.554, 1.771, 0.921], [5.898, 0.558, -0.112], [7.290, 0.412, -1.368], [5.756, -0.742, 0.590], [4.766, 1.199, -0.822], [7.233, 5.275, 1.259], [8.234, 3.873, 1.432], [6.920, 3.920, 2.488], [5.459, 3.546, 0.168], [7.123, 3.212, -0.361], [8.226, 0.315, -0.817], [7.196, 1.359, -1.899], [6.983, -0.439, -1.974], [1.407, 7.325, -3.241], [1.119, 8.502, -2.290], [0.937, 9.765, -2.937], [1.836, 11.056, -2.449], [3.086, 10.723, -3.724], [1.121, 12.269, -2.782], [2.443, 10.905, -1.094], [0.774, 7.250, -4.125], [1.452, 6.348, -2.759], [2.385, 7.461, -3.701], [0.213, 8.443, -1.688], [1.902, 8.507, -1.532], [3.586, 9.859, -3.286], [3.815, 11.526, -3.835], [2.650, 10.348, -4.650], [-9.594, 0.288, -1.337], [-10.148, -0.612, -0.219], [-9.636, -1.884, -0.176], [-8.005, -2.167, 0.151], [-7.605, -2.831, -1.526], [-7.342, -0.866, 0.428], [-7.872, -3.284, 1.035], [-10.078, 1.252, -1.490], [-9.756, -0.291, -2.246], [-8.548, 0.407, -1.053], [-9.988, -0.225, 0.787], [-11.226, -0.768, -0.244], [-8.348, -2.522, -2.261], [-7.780, -3.903, -1.441], [-6.629, -2.623, -1.964], [3.785, -8.880, -0.095], [2.766, -10.016, -0.298], [1.588, -9.640, 0.239], [0.398, -10.828, 0.435], [-0.194, -11.192, -1.317], [0.888, -12.146, 0.892], [-0.746, -10.123, 1.089], [3.449, -7.897, -0.424], [4.683, -9.078, -0.679], [4.158, -8.783, 0.925], [2.680, -10.345, -1.334], [3.097, -10.882, 0.275], [-0.692, -10.252, -1.557], [-0.773, -12.114, -1.370], [0.680, -11.482, -1.900], [-1.980, 0.440, -0.939], [-1.266, 0.098, 0.322], [-1.862, -0.966, 0.996], [-1.606, -2.525, 0.500], [0.124, -2.746, 1.044], [-2.420, -3.363, 1.378], [-1.700, -2.630, -0.923], [-1.711, 1.326, -1.514], [-3.004, 0.729, -0.702], [-2.084, -0.372, -1.658], [-0.296, -0.246, -0.037], [-1.189, 0.986, 0.949], [0.421, -3.787, 0.917], [0.155, -2.334, 2.053], [0.770, -2.324, 0.275], [-4.242, 5.736, -2.978], [-5.170, 6.187, -1.966], [-5.905, 7.393, -2.157], [-6.139, 4.846, -1.526], [-6.457, 4.803, -0.135], [-5.573, 5.910, 0.523], [-4.557, 6.156, -0.376], [-7.513, 5.074, -0.134], [-6.401, 3.910, 0.486], [-5.259, 5.544, 1.500], [-6.099, 6.853, 0.674], [1.854, 2.181, 4.394], [1.400, 3.486, 4.726], [0.052, 3.680, 5.184], [2.559, 4.200, 5.581], [2.539, 5.585, 5.315], [2.093, 5.804, 3.900], [1.607, 4.579, 3.502], [2.156, 6.306, 6.037], [3.608, 5.752, 5.183], [2.810, 6.200, 3.180], [1.367, 6.609, 3.784], [3.639, 2.412, -7.975], [2.428, 3.061, -8.170], [1.316, 2.423, -7.666], [1.444, 1.255, -6.974], [2.618, 0.642, -6.825], [3.760, 1.215, -7.280], [4.452, 2.807, -8.564], [2.481, 3.934, -8.804], [0.389, 2.977, -7.679], [0.551, 0.771, -6.607], [2.426, -0.182, -6.155], [4.738, 0.766, -7.195]],
  "atomic_forces_ev_per_a": [[0.03, -0.32, 1.23], [1.78, 1.29, -2.81], [-0.74, -0.86, 1.43], [0.61, 0.39, -1.30], [-0.47, 1.18, -0.39], [-0.37, -0.48, -0.68], [1.79, -1.08, 0.59], [-0.53, 0.72, 0.62], [-0.81, -0.41, 0.30], [-0.17, -0.39, 0.02], [0.04, -0.96, 0.22], [-0.77, -0.10, 0.16], [-0.36, 0.29, 0.37], [-0.22, 0.55, -0.13], [0.17, 0.17, 0.36], [0.23, -2.62, 0.38], [1.52, -0.34, -1.02], [-1.23, -0.45, -0.41], [-0.19, 0.77, -0.36], [-1.65, 0.45, 1.44], [0.38, 3.51, -1.15], [1.95, -1.49, 1.55], [-0.78, -0.24, -0.16], [0.20, 0.12, -0.04], [-0.35, 0.74, 0.18], [-0.09, -0.49, 0.46], [-0.48, 0.33, -0.53], [-0.15, -0.19, -0.22], [0.26, -0.20, -0.14], [0.34, 0.08, 0.03], [0.26, 0.73, -0.73], [-0.52, -1.02, 1.02], [0.63, 1.34, 0.62], [1.21, 0.24, 0.10], [0.40, -0.42, 1.03], [0.36, -1.62, 0.54], [-1.70, -0.13, -3.16], [-0.57, 0.11, 0.36], [-0.27, 0.24, 0.33], [0.32, 0.14, 0.22], [-0.18, -0.83, -0.24], [0.32, 0.49, -0.19], [0.31, 0.00, -0.01], [-0.31, 0.05, -0.03], [-0.28, 0.66, 0.13], [-0.18, -1.09, 0.59], [-1.14, 2.43, 1.18], [2.73, -2.97, 0.12], [0.46, 2.03, -1.54], [-0.68, -0.19, -0.08], [-1.56, -2.83, -0.47], [-0.49, 0.81, -0.07], [-0.12, -0.11, 0.47], [0.49, 0.16, -0.28], [0.04, 0.26, -0.74], [0.11, 0.80, -0.08], [-0.09, 0.05, -0.45], [-0.06, 0.51, 0.35], [0.35, 0.01, 0.24], [0.14, 0.16, 0.78], [0.43, -0.13, -0.47], [3.19, -0.85, 0.00], [-4.73, -0.54, 1.37], [-2.79, -0.66, -0.35], [1.29, 0.53, 1.30], [-0.06, 2.99, -0.14], [3.45, -1.65, -1.20], [-0.38, -0.14, 0.00], [-0.02, -0.22, -0.18], [-0.47, -0.16, 0.16], [-0.02, 0.32, -0.28], [0.50, -0.24, -0.18], [-0.02, -0.43, -0.60], [-0.52, 0.44, 0.76], [0.16, 0.75, -0.17], [-2.38, 0.69, -1.12], [1.59, 0.33, -2.08], [-0.96, -2.28, 0.73], [-0.03, -0.54, 2.36], [-0.68, -0.02, -1.28], [1.02, 1.69, -1.52], [0.00, 0.15, 0.12], [1.04, 0.02, 0.35], [-0.38, -0.27, 0.27], [0.34, -0.13, 0.26], [0.64, 0.37, 0.60], [0.07, -0.47, 0.42], [-0.67, -0.27, 0.70], [0.44, -0.19, -0.24], [-0.03, 0.93, 0.43], [-1.13, 0.65, 1.97], [0.00, -2.80, 2.14], [0.07, -0.66, 0.23], [1.19, 0.56, -1.33], [-1.13, 2.23, 0.30], [-1.97, -0.08, 0.32], [1.90, 0.61, -2.67], [-0.05, 0.18, 0.50], [0.74, -0.77, -1.27], [0.78, 0.17, -0.31], [-0.39, -0.10, 0.13], [-0.04, 0.72, -0.10], [-0.49, 1.23, -0.93], [1.36, -0.03, 0.19], [-1.73, -0.75, 0.76], [3.32, 1.45, -0.34], [-1.17, 1.49, -0.61], [-0.98, -2.68, -1.00], [-0.48, -0.82, 0.30], [0.20, 0.53, 0.97], [0.89, -0.82, 0.21], [-0.88, -0.30, 0.53], [0.37, 0.04, -0.94], [1.00, -1.03, -0.10], [-0.73, 2.18, -0.02], [-2.78, 0.73, -0.70], [0.09, -1.54, 1.96], [1.23, 0.56, -0.78], [0.56, 0.03, 0.45], [-0.65, 0.23, 0.21], [-0.42, -0.34, -0.26], [-0.11, 0.08, 0.21], [1.44, -0.79, -0.18], [0.00, -0.14, 0.15]],
  "mulliken_charge": [-1.144, -0.227, -0.260, 1.099, -0.845, -0.604, -0.573, 0.378, 0.308, 0.310, 0.360, 0.241, 0.316, 0.311, 0.334, -1.145, -0.141, -0.338, 1.075, -0.856, -0.561, -0.582, 0.352, 0.316, 0.297, 0.371, 0.234, 0.305, 0.302, 0.368, -1.111, -0.249, -0.326, 1.096, -0.877, -0.577, -0.587, 0.319, 0.358, 0.283, 0.351, 0.333, 0.289, 0.367, 0.331, -0.948, -0.301, -0.333, 1.087, -0.886, -0.569, -0.579, 0.377, 0.233, 0.281, 0.331, 0.325, 0.298, 0.348, 0.335, -1.265, -0.137, -0.222, 1.063, -0.890, -0.585, -0.574, 0.329, 0.381, 0.304, 0.272, 0.339, 0.305, 0.355, 0.323, -1.155, -0.062, -0.336, 1.181, -0.983, -0.601, -0.591, 0.394, 0.286, 0.290, 0.160, 0.348, 0.402, 0.314, 0.356, -0.489, 1.049, -0.490, -0.332, -0.226, -0.310, -0.332, 0.238, 0.291, 0.319, 0.281, -0.481, 1.063, -0.519, -0.318, -0.266, -0.247, -0.310, 0.307, 0.260, 0.257, 0.253, -0.198, -0.391, -0.425, -0.228, -0.277, -0.494, 0.313, 0.370, 0.328, 0.338, 0.299, 0.365],
  "homo_energy_ha": -0.351,
  "smiles": "CCOS(C)(=O)=O.CCOS(C)(=O)=O.CCOS(C)(=O)=O.CCOS(C)(=O)=O.CCOS(C)(=O)=O.CCOS(C)(=O)=O.O=S1(=O)OCCO1.O=S1(=O)OCCO1.c1ccccc1",
  "homo_lumo_gap_ev": 9.44,
  "energy_ev": -169945.437,
  "total_charge": 0,
  "lumo_ev": -0.11
}

***

(6)
{
  "formula": "C6F6",
  "method": "wB97M-V/def2-TZVPD",
  "symbols": ["F", "C", "C", "F", "C", "F", "C", "F", "C", "F", "C", "F"],
  "coordinates": [[0.134, -0.374, -2.720], [0.018, -0.174, -1.377], [-1.162, 0.206, -0.772], [-2.271, 0.311, -1.529], [-1.238, 0.356, 0.621], [-2.396, 0.762, 1.210], [-0.060, 0.122, 1.395], [-0.112, 0.232, 2.744], [1.178, -0.149, 0.778], [2.327, -0.325, 1.509], [1.206, -0.345, -0.608], [2.375, -0.622, -1.252]],
  "atomic_forces_ev_per_a": [[-0.52, 0.30, 1.39], [2.13, -0.38, -0.32], [-0.87, -0.37, 0.05], [0.55, 0.18, 0.49], [0.85, 0.09, 0.67], [1.32, -0.65, -0.61], [-0.57, 0.56, 0.04], [-0.01, -0.02, -1.15], [0.31, -0.66, 0.01], [-1.69, 0.33, -0.85], [-0.14, 0.42, -0.56], [-1.37, 0.21, 0.82]],
  "mulliken_charge": [-0.269, 0.184, 0.402, -0.271, 0.155, -0.261, 0.342, -0.271, 0.163, -0.264, 0.359, -0.269],
  "homo_energy_ha": -0.375,
  "smiles": "Fc1c(F)c(F)c(F)c(F)c1F",
  "homo_lumo_gap_ev": 10.11,
  "energy_ev": -22525.002,
  "total_charge": 0,
  "lumo_ev": -0.09
}